No. 1
DFT (ωB97M-V/def2-TZVPD) results for a 2-piece molecular cluster, C5H6O2 overall.

```
! RIJCOSX wB97M-V def2-TZVPD def2/J DEFGRID3
* xyz 0 1
O -3.44055 0.36944 -0.26606
O 0.97288 -0.26905 -1.83829
C -0.21310 0.08103 1.13646
C 1.06048 0.01907 1.04650
C 2.34551 -0.16178 0.82281
C -1.53738 0.03423 1.11075
C -2.23875 0.41680 -0.14690
H 2.69298 0.03026 -0.19155
H -1.58529 0.74232 -0.99631
H 3.02937 -0.60115 1.55256
H 0.79387 0.61345 -1.48982
H 0.41364 -0.84058 -1.29653
H -2.14516 -0.32369 1.95125
*
```

Calculated values
HOMO level in eV: -9.840
Total energy in a.u.: -344.48472
HOMO-LUMO gap in eV: 8.85
Relative energy (zero: lowest compared OMol25 entry of this formula, charge and spin) in kJ/mol: 307.7
SMILES string: C=C=C=CC=O.O



No. 2
DFT (ωB97M-V/def2-TZVPD) results for one molecule with the formula CH4N2OS.

```
! RIJCOSX wB97M-V def2-TZVPD def2/J DEFGRID3
* xyz 0 1
S -0.89965 0.98998 -0.09780
O -1.53796 -0.72442 0.47239
N -1.45947 -1.93591 -0.17442
N 0.54667 1.29504 0.13876
C 1.80765 1.39802 0.33807
H 2.35252 0.76380 0.93076
H 2.21553 2.31506 -0.07381
H -0.68498 -1.96748 -0.89192
H -2.34030 -2.13408 -0.64202
*
```

Calculated values
HOMO level in eV: -8.180
Total energy in a.u.: -623.28069
HOMO-LUMO gap in eV: 8.53
Relative energy (zero: lowest compared OMol25 entry of this formula, charge and spin) in kJ/mol: 468.7
SMILES string: C=NSON



No. 3
DFT (ωB97M-V/def2-TZVPD) results for C33H35N4O6SSiTi as an isolated structure.

```
! RIJCOSX wB97M-V def2-TZVPD def2/J DEFGRID3
* xyz 1 1
Ti 0.14684 -0.23352 0.07635
S 0.78659 -2.70970 -0.17483
Si 0.00890 -0.18688 2.64915
O -1.55754 -0.62184 -0.29910
O -5.29683 -5.77182 -3.17029
O -6.11026 -4.60309 -1.55403
O 5.31913 -1.24571 -0.27227
O 2.04602 0.18332 -0.50188
O -3.76767 -0.41481 -0.12569
N 2.62859 -3.67146 1.45185
N 3.42693 -2.46698 -0.36900
N 3.80373 1.55312 -0.33542
N -5.27221 -4.83991 -2.39586
C -3.19226 -4.10739 -3.49398
C -4.02994 -2.88411 -1.57536
C 1.86257 -0.32179 4.80096
C -2.64988 -1.98671 5.23643
C 7.17146 -4.17201 2.17813
C 4.15216 -0.62585 3.27255
C 2.23291 -4.93704 3.51036
C 4.77585 -2.29420 0.00449
C 5.14249 -4.73978 0.35678
C 5.46497 -3.41839 0.66664
C 2.39661 -2.97798 0.36824
C -1.97228 -2.22269 -2.64120
C -1.21063 -1.41364 3.36824
C 5.83919 -5.77346 0.95979
C -1.75826 -1.11989 4.62214
C 0.15309 1.85981 0.05299
C 1.56637 2.36013 0.31768
C -1.61181 -2.59363 2.73882
C 2.90437 -0.54981 2.66447
C 1.73422 -0.38594 3.40804
C -3.02425 -3.16120 4.59955
C 2.51951 1.33184 -0.20778
C -2.50944 -3.46022 3.34649
C 4.25313 -0.55585 4.65291
C 1.59166 -4.16241 2.37166
C -2.11202 -3.24222 -3.57052
C 6.49321 -3.13425 1.56357
C -4.12462 -3.91038 -2.49190
C 6.84334 -5.48842 1.87683
C 3.17750 -4.09348 4.35891
C 3.10207 -0.40837 5.41722
C -2.83321 -0.94702 -0.63868
C -2.92803 -2.04193 -1.64768
H -1.12286 -1.55455 -2.70496
H 3.17198 -0.35191 6.49574
H 1.41902 -5.31503 4.13040
H -3.32300 -4.92240 -4.19027
H 2.85376 -0.60810 1.58291
H 2.68393 -3.18242 4.70214
H 1.03857 -3.30005 2.75264
H -0.15151 2.07516 -0.98197
H 6.75180 -2.10323 1.76631
H 4.19125 2.45107 -0.09627
H 0.89614 -4.78497 1.80932
H -0.46266 1.15770 3.07087
H 5.22100 -0.61233 5.13376
H -0.58540 2.30824 0.71472
H 2.74938 -5.81491 3.11114
H 0.98105 -0.19746 5.41947
H -4.79244 -2.74420 -0.82296
H -3.72774 -3.83400 5.07201
H -1.37805 -3.36602 -4.35455
H -2.81635 -4.36444 2.83618
H -1.50463 -0.19110 5.12157
H 4.42471 0.77549 -0.55642
H 5.04468 -0.72913 2.66526
H -1.22846 -2.84143 1.75553
H 5.60621 -6.79936 0.70996
H 3.59048 -3.81917 1.73476
H 7.96192 -3.95821 2.88428
H 1.75605 2.42518 1.39583
H 1.80628 3.34313 -0.09827
H 4.36670 -4.95450 -0.36849
H 3.11504 -1.75328 -1.01949
H -3.06326 -1.73829 6.20514
H 4.07846 -3.79310 3.81604
H 7.38103 -6.29796 2.35209
H 3.51022 -4.65049 5.23366
*
```

Calculated values
HOMO level in eV: -11.394
Total energy in a.u.: -3485.97062
HOMO-LUMO gap in eV: 8.05
Relative energy (zero: lowest compared OMol25 entry of this formula, charge and spin) in kJ/mol: 20.2



No. 4
DFT (ωB97M-V/def2-TZVPD) results for C39H61GeN10O5SeY as an isolated structure.

```
! RIJCOSX wB97M-V def2-TZVPD def2/J DEFGRID3
* xyz -2 1
Y -0.96144 0.64814 -0.16644
Se 3.76438 0.55552 0.47339
Ge 4.71615 3.12884 2.38757
O 0.77612 4.32333 1.26303
O -1.00926 3.72916 -0.08267
O -0.14733 -3.47392 -1.40060
O 1.99920 -2.06842 1.03877
O 0.14782 -1.38822 -0.65128
N -0.40634 3.65901 1.20934
N -3.31108 -1.87875 -3.51312
N -3.34733 0.37812 -4.41208
N -1.41188 -1.05794 -4.78940
N -1.85364 -0.16108 -2.55966
N 0.70405 2.93809 3.51364
N -0.17157 2.23629 1.44018
N -2.90941 0.36616 0.38321
N -0.35833 -0.25459 2.23810
N 0.33551 0.66548 3.05761
C 1.68024 -5.55952 -0.06906
C 3.47350 -3.97785 -0.23342
C -4.13151 -0.81883 -4.09127
C -2.72094 0.86012 -3.17490
C 4.80454 2.19224 0.64948
C 2.52211 -6.56373 -0.51850
C -1.05469 -3.80333 1.54353
C 0.65987 3.18327 -3.38671
C -0.82351 -0.56205 -3.53760
C 3.84824 -6.28195 -0.82338
C 0.70038 3.59484 -1.91426
C -2.24645 -2.21524 -4.45652
C 1.22248 -3.14670 0.54768
C 0.34413 -2.64480 -0.64295
C -2.27997 -0.01094 -5.33332
C -2.69185 -1.35842 -2.28774
C 0.12884 -4.20891 4.02012
C 3.76464 4.80888 2.16600
C 0.31394 -3.62311 1.68412
C -1.83079 -4.17532 2.63739
C -7.07023 -0.15147 0.57812
C -4.54856 2.67386 0.15132
C -6.50508 1.10847 0.36550
C 2.14970 -4.25752 0.08098
C -4.22409 0.19948 0.47514
C 2.04405 3.14935 -1.33002
C 0.61110 5.12360 -1.83516
C 4.31865 -4.98577 -0.68131
C 0.25378 1.99049 2.61501
C -1.24427 -4.38250 3.87409
C -0.48581 2.91220 -1.19159
C -5.13811 1.30442 0.31921
C 4.87484 -0.54034 1.63118
C 3.94328 2.03345 3.81346
C -3.92538 -2.25344 0.95706
C -6.20773 -1.22817 0.76031
C 6.58942 3.50845 2.89380
C 0.89844 -3.82874 2.93456
C -4.82987 -1.08162 0.71943
H 0.68933 5.43884 -0.79499
H 1.41305 5.58966 -2.42362
H 2.73622 4.62417 1.83959
H 2.14048 -7.57116 -0.63499
H -3.84262 2.90429 0.95380
H -8.14556 -0.28430 0.60860
H 4.26986 5.42389 1.41714
H 4.70147 1.39432 4.27152
H -1.35055 3.03857 -1.86525
H -5.33042 3.43796 0.12216
H 0.20919 2.95326 4.39465
H -4.91228 -0.54818 -3.37714
H -2.69254 -2.60046 -5.37917
H 3.74541 5.35946 3.10836
H -1.36253 -0.29153 2.42065
H 7.15431 2.58055 3.00752
H 6.62949 4.05229 3.83988
H 0.64499 -5.77826 0.15732
H 1.62705 -1.28368 0.59582
H -3.22108 -2.39355 0.13254
H -1.52595 -3.64112 0.58330
H 0.75262 3.84313 3.00596
H -2.12196 1.74100 -3.40080
H 3.12767 1.41939 3.42909
H -2.73153 -0.37539 -6.26145
H 2.87974 3.67982 -1.80830
H 5.34837 -4.75059 -0.92309
H 3.52521 2.68883 4.57767
H -2.05042 -2.13480 -1.86651
H -0.23390 3.57934 -3.88045
H -6.61911 -2.22040 0.93758
H 4.37991 -1.50571 1.71333
H -7.15656 1.97208 0.24435
H -3.45792 -1.07520 -1.57059
H -0.19775 0.29993 -3.76477
H -4.59800 -1.18984 -5.00951
H 1.96353 -3.66777 3.04777
H -1.67082 0.86863 -5.55684
H 4.40461 2.86199 -0.11361
H 7.07846 4.11676 2.13031
H 0.65135 2.09574 -3.48149
H -3.49132 1.12490 -2.45010
H -3.30177 -2.09586 1.84643
H 5.83802 1.96213 0.38156
H 2.04683 3.36184 -0.25869
H 4.50718 -7.06795 -1.17293
H 4.94951 -0.08800 2.61850
H 2.19092 2.07376 -1.49003
H -0.21449 -1.34563 -3.09205
H -4.50099 -3.17411 1.09424
H 0.14680 0.57582 4.04858
H 1.53818 3.55648 -3.92486
H -1.61323 -2.98368 -4.00911
H -3.94924 2.75216 -0.76013
H 3.83510 -2.96292 -0.13271
H -2.90119 -4.28147 2.51338
H -1.85160 -4.66590 4.72524
H 5.86783 -0.66229 1.19933
H 0.06493 -1.16890 2.33566
H -0.35179 5.46955 -2.22387
H 0.59663 -4.35998 4.98583
*
```

Calculated values
HOMO level in eV: -0.877
Total energy in a.u.: -6963.13606
HOMO-LUMO gap in eV: 4.74
Relative energy (zero: lowest compared OMol25 entry of this formula, charge and spin) in kJ/mol: 0.0



no.,largest force on an atom (hartree/bohr)
1,0.010
2,0.074
3,0.010
4,0.009